(1)
Here is a structure of composition C45H39Cl5N8O5TeTl from OMol25. Energies are from ωB97M-V/def2-TZVPD.

Structure (XYZ):
```
104
C45H39Cl5N8O5TeTl | OMol25 | ωB97M-V/def2-TZVPD
Tl -0.70247 -1.20106 1.58648
Cl -0.88736 -0.33019 4.75611
C 0.11056 -1.74387 4.55922
C 0.15507 -2.36501 3.32153
C 0.94962 -3.50256 3.23186
Cl 1.09215 -4.37680 1.73534
C 1.68899 -3.98408 4.31149
Cl 2.68918 -5.37261 4.14680
C 1.62915 -3.32200 5.53416
Cl 2.53294 -3.89691 6.87584
C 0.82394 -2.19473 5.66580
Cl 0.72667 -1.38357 7.17853
C 5.10292 -0.92785 2.25300
C 4.11261 -1.80189 1.83467
C 2.80361 -1.36900 1.71112
C 2.45073 -0.06199 2.02031
C 3.45306 0.82077 2.43744
C 4.76132 0.38654 2.54324
N 1.09929 0.35589 1.92278
N 0.92453 1.49383 2.56257
C -0.33626 2.00610 2.60784
C -0.46909 3.28842 3.19232
C -1.68669 3.90592 3.17335
C -2.77090 3.24957 2.56911
C -2.56627 1.98582 2.07082
N -1.38972 1.34328 2.10621
H 6.12613 -1.26285 2.34776
H 4.35176 -2.82865 1.59317
H 2.05997 -2.06477 1.37265
H 3.18877 1.83709 2.68093
H 5.52317 1.08316 2.86537
H 0.41119 3.74628 3.61771
H -1.81044 4.89077 3.60425
H -3.74675 3.70602 2.50114
H -3.38897 1.46125 1.60998
O -6.63983 -0.32901 0.08316
C -6.57860 -0.51706 1.39228
O -7.54747 -0.45420 2.10648
C -5.23850 -0.81424 1.97586
C -5.05095 -1.07289 3.31981
N -3.73722 -1.26906 3.50686
N -3.05533 -1.16174 2.36605
C -3.94123 -0.88090 1.42862
C -3.42529 -0.65152 0.03604
O -4.24724 -0.47082 -0.86955
O -2.16653 -0.65188 -0.10365
H -5.73187 -0.39165 -0.34032
H -5.76843 -1.11798 4.11696
H -3.24057 -1.46616 4.36331
N -3.23282 -3.85855 0.74490
N -1.84767 -3.48608 0.73151
H -3.36669 -4.71846 0.21238
H -3.75881 -3.13517 0.26300
H -1.44697 -3.46487 -0.20765
H -1.34432 -4.18699 1.26666
C 3.28870 5.84796 -3.86439
C 2.52227 4.69498 -3.28407
C 2.38577 3.50308 -3.97657
C 1.66866 2.41956 -3.47400
C 1.56130 1.18588 -4.32361
C 1.08450 2.56100 -2.21668
Te -0.00551 1.03274 -1.24564
N 1.39124 -0.32743 -1.58776
C 1.18172 -1.52698 -1.14071
O 0.24468 -1.97686 -0.39411
C 2.16564 -2.55144 -1.62231
C 1.75446 -3.87230 -1.75398
C 2.63570 -4.83166 -2.22935
C 3.93486 -4.47570 -2.55764
C 4.34971 -3.15799 -2.41748
C 3.46619 -2.19437 -1.96267
C -1.27820 0.53074 -2.84749
C -1.13167 -0.67816 -3.50367
C -2.01684 -1.01536 -4.51609
C -3.03942 -0.14159 -4.85196
C -3.18418 1.05675 -4.16962
C -2.31417 1.40923 -3.14444
C -2.51648 2.67890 -2.36911
C 1.20257 3.74848 -1.48765
C 0.61893 3.91930 -0.10947
C 1.92069 4.80098 -2.03661
H 3.81252 5.55718 -4.77191
H 4.02130 6.22679 -3.15254
H 2.61781 6.67092 -4.11180
H 2.85009 3.40210 -4.94918
H 2.21240 1.28123 -5.18983
H 0.54061 1.04750 -4.68358
H 1.83842 0.29223 -3.76373
H 0.74557 -4.14222 -1.47160
H 2.31053 -5.85783 -2.33498
H 4.62464 -5.22384 -2.92349
H 5.36590 -2.88191 -2.66303
H 3.77432 -1.16441 -1.85069
H -0.32266 -1.35024 -3.24690
H -1.90477 -1.95635 -5.03823
H -3.73326 -0.39643 -5.64127
H -3.99788 1.72499 -4.42013
H -3.40063 3.20820 -2.71683
H -1.66146 3.35298 -2.46882
H -2.66254 2.46444 -1.30744
H 1.12641 3.28076 0.61630
H -0.44777 3.68397 -0.06500
H 0.73536 4.94995 0.22004
H 2.01787 5.71918 -1.47194
```

Output
spin multiplicity	2
highest occupied orbital energy (alpha / beta)	-6.55 / -8.24	eV
total charge	0
HOMO-LUMO gap (alpha / beta)	6.30 / 7.61	eV
energy above the lowest of the compared OMol25 structures with the same formula, charge and spin	0.0	kcal/mol
electronic energy	-144053.8755	eV

---

(2)
Here is a cluster of 3 separate species, C3H12N2O2 in total from OMol25. Energies are from ωB97M-V/def2-TZVPD.

Structure (XYZ):
```
19
C3H12N2O2 | OMol25 | ωB97M-V/def2-TZVPD
C -2.56202 0.28628 0.11920
C -1.33226 -0.58266 -0.05208
C -0.45800 -0.81593 0.94015
N 0.50297 -1.86826 0.92975
N -1.20367 -1.17485 -1.33490
H -2.42613 1.19390 -0.48824
H -3.36478 -0.27338 -0.35842
H -2.83315 0.35132 1.16492
H -0.67654 -0.30469 1.87623
H 0.06727 -2.57195 1.53390
H 0.53719 -2.38742 0.04191
H -0.67481 -0.69324 -2.05506
H -0.97602 -2.18394 -1.40937
H 2.50187 2.99554 2.04290
H 2.25734 2.06568 0.94339
O 1.80530 2.81766 1.38439
H 1.75509 0.41335 -1.06964
H 2.69995 1.42390 -1.53212
O 2.21732 0.64875 -1.89400
```

Output
spin multiplicity	2
highest occupied orbital energy (alpha / beta)	0.78 / -5.12	eV
total charge	-1
HOMO-LUMO gap (alpha / beta)	2.99 / 8.62	eV
energy above the lowest of the compared OMol25 structures with the same formula, charge and spin	23.6	kcal/mol
electronic energy	-10378.8313	eV

---

(3)
Here is a structure of composition C11H23ClNO2P2Ti from OMol25. Energies are from ωB97M-V/def2-TZVPD.

Structure (XYZ):
```
41
C11H23ClNO2P2Ti | OMol25 | ωB97M-V/def2-TZVPD
Ti 0.71011 0.61162 -0.76872
P -1.37805 1.87406 -0.47851
C 0.02200 3.01904 -0.04561
C 0.78300 2.58772 1.18405
N 1.15444 1.27608 1.19830
C 1.84750 0.79532 2.26083
C 2.18754 1.62850 3.31225
C 1.89959 2.98398 3.26227
C 1.18234 3.46846 2.17060
C 2.20319 -0.68121 2.34370
P 2.30703 -1.53219 0.77078
H 0.90878 4.51600 2.06170
H 2.71030 1.18818 4.16130
H 2.22298 3.65760 4.05504
H 3.18439 -0.79622 2.83797
H 1.43929 -1.21067 2.94483
H 0.76627 2.93922 -0.95082
H -0.39334 4.03384 -0.01296
H 3.16109 -2.27652 -5.21561
O 1.63602 1.73994 -1.86003
H 2.33622 1.91497 -2.50242
H 1.44977 -0.73913 -0.07671
O 3.58772 -2.17254 -4.36498
H 3.04195 -1.52111 -3.88563
C 3.96695 -1.64969 0.14757
H 4.58863 -2.18947 0.87911
H 3.94346 -2.20340 -0.80223
H 4.38702 -0.65113 -0.03223
C 1.47728 -3.10332 0.73045
H 1.12788 -3.27341 -0.29705
H 2.19346 -3.88065 1.02767
H 0.61469 -3.08525 1.40814
C -2.59740 2.06605 0.82070
H -3.03350 3.07300 0.76054
H -3.37589 1.30392 0.66619
H -2.13376 1.90671 1.80202
C -2.09151 2.62190 -1.95924
H -2.79487 1.89493 -2.38834
H -2.62264 3.54374 -1.68870
H -1.31214 2.83133 -2.70368
Cl -0.48609 -1.08281 -1.69084
```

Output
spin multiplicity	3
highest occupied orbital energy (alpha / beta)	-8.87 / -11.53	eV
total charge	+1
HOMO-LUMO gap (alpha / beta)	5.80 / 8.39	eV
electronic energy	-71575.4343	eV

---

(4)
Here is a structure of composition C42H45N3O11PPt from OMol25. Energies are from ωB97M-V/def2-TZVPD.

Structure (XYZ):
```
103
C42H45N3O11PPt | OMol25 | ωB97M-V/def2-TZVPD
Pt -0.87687 -0.68404 -0.04281
C -3.08427 -2.85941 -2.01776
O -2.71057 -1.62155 -2.64290
P -2.38571 -0.33605 -1.76102
O -2.05047 0.74081 -2.88321
C -0.72670 1.02497 -3.35128
O -3.87884 0.09690 -1.40164
C -4.22530 1.37137 -0.84776
H -3.55171 -3.45756 -2.79609
H -3.80853 -2.68180 -1.22124
H -2.20402 -3.35726 -1.62001
H -0.77272 2.00607 -3.81774
H -0.42736 0.27595 -4.08416
H -0.01093 1.03154 -2.53437
H -4.35072 1.29175 0.23006
H -5.16326 1.66982 -1.31198
H -3.46014 2.11700 -1.05955
O 3.19059 -0.58001 -2.46207
C 3.01641 -1.83253 -2.91968
C 4.02958 -2.37816 -3.71052
C 3.91222 -3.66050 -4.20975
C 2.78973 -4.43504 -3.92599
C 1.79476 -3.90253 -3.12818
C 1.88571 -2.60773 -2.62509
C 0.78595 -2.08432 -1.76483
O -0.09028 -2.82520 -1.30655
O 0.78995 -0.81709 -1.54556
H 2.41695 -0.35747 -1.89177
H 4.90120 -1.76939 -3.91211
H 4.70989 -4.06533 -4.82089
H 2.70003 -5.43811 -4.32081
H 0.91672 -4.47875 -2.86750
O 1.17983 -3.06996 2.93098
C 0.74276 -1.96918 2.60853
O 0.09211 -1.74533 1.52954
C 1.03050 -0.79468 3.52831
C 1.62702 -1.07193 4.75224
C 2.00487 -0.05719 5.63514
C 1.77136 1.23201 5.22355
O 2.07863 2.39564 5.87843
C 1.61711 3.45152 5.03262
O 1.07486 2.87414 3.85380
C 1.16692 1.51197 4.01392
C 0.76484 0.52837 3.14839
H 1.81022 -2.10937 4.99508
H 2.45609 -0.26741 6.59616
H 2.45900 4.09716 4.77053
H 0.84054 4.01819 5.55418
H 0.26418 0.76039 2.21421
C -0.97261 3.34267 -1.02839
C -1.11890 3.99288 0.34612
C 0.22443 4.01893 1.07979
C -2.18362 3.38072 1.23920
C -3.08021 4.25142 1.83578
C -4.03147 3.81208 2.74508
C -4.06154 2.46265 3.03562
C -3.19057 1.53388 2.46310
C -3.39368 0.11341 2.98630
C -2.60110 -0.09974 4.28178
C -3.15095 -1.05795 2.04302
C -2.19434 1.98812 1.55816
O -1.27085 1.23869 0.99057
H -0.13980 3.79995 -1.57116
H -1.87251 3.47621 -1.63472
H -0.77047 2.27981 -0.91868
H -1.42388 5.03237 0.18273
H 0.52061 3.00519 1.34312
H 0.15014 4.59306 2.00448
H 1.00225 4.46756 0.45456
H -3.02373 5.30680 1.58633
H -4.72084 4.50101 3.21599
H -4.79495 2.09578 3.74807
H -4.45737 0.06897 3.24643
H -1.52995 -0.08883 4.07608
H -2.84873 -1.06253 4.73658
H -2.81550 0.69104 5.00297
H -2.08177 -1.24850 1.93093
H -3.61219 -0.91137 1.06341
H -3.56712 -1.97129 2.47647
N 5.16051 0.73189 4.77826
C 5.90609 1.40115 5.72017
C 6.34778 1.05638 6.99248
C 7.08669 2.00599 7.67288
C 7.37393 3.25626 7.10295
C 6.92526 3.59207 5.84028
C 6.17486 2.64948 5.13983
N 5.59434 2.72986 3.88623
C 5.00612 1.57607 3.71178
C 4.23067 1.18598 2.52523
C 3.71217 2.16219 1.68453
C 2.91536 1.76315 0.62597
N 2.60811 0.49175 0.36869
C 3.15701 -0.43777 1.14398
C 3.97400 -0.14400 2.22616
H 4.71521 -0.16301 4.88428
H 6.12455 0.09309 7.43227
H 7.44991 1.78271 8.66768
H 7.95428 3.97132 7.67175
H 7.14466 4.55443 5.39718
H 3.89215 3.20685 1.89551
H 2.46348 2.50060 -0.02598
H 2.89042 -1.46533 0.92165
H 4.36405 -0.95403 2.82821
```

Output
spin multiplicity	3
highest occupied orbital energy (alpha / beta)	-4.67 / -4.94	eV
total charge	-1
HOMO-LUMO gap (alpha / beta)	6.97 / 6.64	eV
energy above the lowest of the compared OMol25 structures with the same formula, charge and spin	0.0	kcal/mol
electronic energy	-83816.9790	eV